{
  "formula": "C45H64BGeN6O3STi",
  "method": "ωB97M-V/def2-TZVPD",
  "orbital_gap_ev": 6.57,
  "charge": -1,
  "energy_ha": -5657.08334,
  "species": ["Ti", "C", "C", "C", "C", "C", "C", "C", "C", "C", "N", "N", "B", "N", "N", "C", "C", "C", "C", "C", "C", "C", "C", "C", "N", "N", "C", "C", "C", "C", "C", "C", "C", "C", "C", "H", "H", "H", "H", "H", "H", "H", "H", "H", "H", "H", "H", "H", "H", "H", "H", "H", "H", "H", "H", "H", "H", "H", "H", "H", "H", "H", "H", "H", "H", "H", "H", "H", "H", "H", "H", "H", "H", "H", "H", "H", "H", "H", "H", "H", "H", "O", "H", "H", "S", "O", "C", "O", "H", "C", "Ge", "C", "C", "C", "C", "C", "C", "C", "C", "C", "C", "C", "C", "C", "C", "C", "C", "H", "H", "H", "H", "H", "H", "H", "H", "H", "H", "H", "H", "H", "H", "H"],
  "positions_angstrom": [[-0.3055, -0.1881, -0.3952], [-3.2236, 2.1763, 2.1311], [-2.4085, 2.8508, 1.0124], [-2.8385, 2.3607, -0.3832], [-0.9434, 2.7853, 1.2747], [-0.2781, 3.7573, 2.0064], [1.0182, 3.3177, 2.1946], [2.1417, 4.1057, 2.8884], [2.4438, 5.4217, 2.1555], [1.7623, 4.3842, 4.3893], [1.1181, 2.1239, 1.5245], [-0.1049, 1.8132, 0.9876], [2.3187, 1.1578, 1.4519], [2.9119, 0.8529, 0.0513], [2.4437, -0.1993, -0.7038], [3.3061, -0.3895, -1.7032], [4.3249, 0.5585, -1.6285], [4.0681, 1.3203, -0.5007], [4.9708, 2.4768, -0.2495], [4.5198, 3.6402, -1.1332], [5.2942, 2.9246, 1.1568], [3.2508, -1.3785, -2.8505], [2.2574, -2.5219, -2.6748], [2.8639, -0.5915, -4.1124], [1.9405, -0.1851, 2.1245], [0.8427, -0.8533, 1.7074], [0.6558, -1.8585, 2.5480], [1.6685, -1.8569, 3.5096], [2.4903, -0.8132, 3.2129], [3.7723, -0.4469, 3.9129], [4.9372, -0.5027, 2.8954], [3.6386, 0.8848, 4.6479], [-0.4779, -2.8338, 2.5176], [-1.2401, -2.7904, 3.8151], [0.0593, -4.2409, 2.2253], [-4.2709, 2.1260, 1.8161], [-3.1761, 2.6677, 3.1042], [-2.8070, 1.1630, 2.2810], [-2.6347, 3.9079, 1.0502], [-2.5723, 1.3156, -0.6017], [-2.3258, 2.9143, -1.1730], [-3.9190, 2.4766, -0.4734], [-0.7506, 4.6669, 2.4006], [3.0579, 3.5226, 2.8375], [1.5999, 6.1280, 2.0258], [2.8930, 5.1704, 1.1851], [3.2328, 5.9633, 2.6941], [0.8012, 4.8484, 4.5300], [2.5181, 5.0561, 4.8396], [1.7560, 3.4880, 4.9920], [3.2012, 1.6866, 2.0712], [5.1637, 0.6097, -2.3199], [5.9240, 2.1139, -0.6760], [3.5550, 3.9864, -0.7698], [4.3667, 3.2584, -2.1349], [5.2535, 4.4332, -1.1046], [4.4079, 3.2605, 1.6833], [5.9836, 3.7674, 1.0296], [5.8518, 2.1552, 1.7094], [4.2553, -1.7709, -3.0032], [1.3006, -2.1358, -2.4914], [2.5260, -3.1847, -1.8255], [2.2771, -3.1448, -3.5501], [1.8988, -0.1047, -3.9892], [2.8756, -1.2517, -4.9603], [3.5757, 0.2332, -4.2668], [1.7616, -2.5747, 4.3297], [3.9335, -1.2834, 4.6144], [4.7602, 0.1770, 2.0580], [4.9632, -1.5133, 2.4878], [5.8880, -0.2731, 3.3822], [3.5786, 1.6958, 3.9153], [4.4448, 1.1146, 5.3393], [2.6813, 0.8838, 5.1957], [-1.1937, -2.5451, 1.7508], [-0.5658, -2.9700, 4.6273], [-2.0236, -3.5760, 3.8517], [-1.7076, -1.8286, 4.0023], [0.7417, -4.5189, 3.0332], [0.6344, -4.2873, 1.2893], [-0.7329, -4.9852, 2.2396], [0.3654, -2.2531, -0.5131], [-0.3232, -2.9096, -0.2768], [1.1175, -2.3564, 0.0780], [0.0506, 1.0057, -2.1151], [-3.4970, -1.4891, 1.8700], [-3.0595, -0.7378, 1.0379], [-1.7981, -0.5726, 0.8010], [-3.7744, -0.1338, 0.4243], [-1.0457, -1.9977, -3.8077], [-1.9320, -1.1673, -2.3070], [-3.0651, 0.2119, -3.1849], [-2.5470, 0.8671, -4.3070], [-3.2849, 1.8242, -4.9877], [-4.5668, 2.1834, -4.5926], [-5.1020, 1.5476, -3.4749], [-4.3756, 0.5822, -2.7846], [-3.2559, -2.6253, -1.7385], [-2.9188, -3.2467, -0.5713], [-3.6407, -4.3294, -0.0141], [-4.6946, -4.8149, -0.7175], [-5.0813, -4.2618, -1.9729], [-6.1256, -4.8937, -2.6940], [-6.5025, -4.4210, -3.9015], [-5.8508, -3.2626, -4.4156], [-4.8204, -2.6556, -3.7363], [-4.3508, -3.1744, -2.4981], [-1.7525, -2.1734, -4.5789], [-0.6331, -2.9714, -3.5190], [-0.2337, -1.3617, -4.1809], [-1.5433, 0.6903, -4.6606], [-2.8160, 2.3638, -5.8067], [-5.1250, 2.9575, -5.1364], [-6.0796, 1.8249, -3.1248], [-4.8432, 0.1018, -1.9173], [-2.0808, -2.8500, -0.0481], [-3.3629, -4.6922, 0.9594], [-5.2598, -5.6624, -0.3220], [-6.5922, -5.7899, -2.3185], [-7.2988, -4.8730, -4.5064], [-6.1553, -2.8112, -5.3410], [-4.3265, -1.7764, -4.1320]],
  "atomic_forces_ev_per_a": [[0.9, -0.1, 0.0], [0.5, -0.7, -0.2], [-0.4, -0.4, -0.5], [0.4, -0.1, 0.2], [0.2, 0.1, 0.3], [0.1, 1.1, 1.0], [0.3, 0.2, -0.5], [-1.3, 0.0, 0.5], [0.4, 0.1, -0.2], [1.2, 0.1, -0.5], [-0.7, 0.6, 0.0], [0.4, -1.1, -0.5], [0.5, 0.0, 0.2], [0.4, -0.1, -0.7], [0.0, -0.4, 0.4], [0.0, 0.1, 0.1], [0.0, -0.3, 0.2], [-0.2, -0.9, -0.7], [0.6, 0.0, -0.1], [-0.3, -0.5, 0.4], [0.6, 0.2, -0.2], [-1.0, 0.4, 0.2], [1.9, -0.5, 0.8], [0.6, 0.7, 0.5], [0.7, -0.1, 0.5], [-0.1, 0.5, -0.1], [-0.2, 0.0, 0.1], [-0.1, -1.1, 0.8], [-0.2, 0.8, -0.6], [0.2, -0.2, -0.5], [-0.4, 0.0, 0.3], [-0.6, 0.2, -0.1], [-0.2, -0.1, -0.9], [-0.8, -0.5, 0.3], [0.3, 0.1, 0.4], [0.1, -0.2, 0.2], [0.1, 0.3, -0.1], [-0.5, 0.5, 0.0], [-0.2, 0.4, -0.1], [-0.2, 0.4, 0.3], [-0.1, 0.1, 0.1], [0.0, 0.0, -0.2], [0.4, -0.5, -0.2], [-0.2, -0.1, 0.3], [0.3, -0.7, 0.0], [-0.4, 0.2, 0.0], [-0.1, -0.1, 0.1], [-0.5, 0.3, -0.3], [-0.3, -0.2, -0.2], [0.0, -0.5, 0.0], [-0.3, -0.2, -0.1], [-0.2, 0.2, 0.3], [-0.2, 0.2, 0.2], [-0.1, 0.3, 0.0], [0.1, 0.2, -0.3], [0.1, 0.4, -0.1], [0.2, 0.0, 0.2], [-0.1, 0.1, 0.3], [-0.5, 0.2, 0.1], [0.2, -0.1, 0.1], [-1.2, 0.4, 0.0], [-0.1, 0.4, -0.3], [-0.2, -0.3, -0.6], [-0.2, -0.2, 0.0], [-0.1, -0.2, -0.6], [-0.1, -0.3, -0.1], [0.1, 0.4, -0.4], [-0.1, 0.4, 0.0], [0.1, 0.0, 0.2], [0.2, 0.0, -0.1], [0.0, 0.0, -0.1], [0.1, -0.1, 0.3], [0.2, -0.2, 0.1], [0.4, 0.1, 0.0], [0.2, 0.1, -0.1], [0.5, -0.2, 0.7], [0.3, 0.5, -0.1], [-0.1, 0.1, -0.2], [0.1, -0.1, -0.1], [-0.2, -0.1, 0.2], [-0.2, 0.0, -0.3], [-0.9, -0.6, -0.3], [0.6, 0.5, -0.1], [0.2, 0.1, 0.2], [-0.2, 0.2, 0.0], [-0.5, -0.6, 0.8], [-0.1, 0.4, -0.7], [-0.5, 0.4, 0.1], [0.5, -0.2, 0.1], [1.1, -0.3, 0.1], [-0.6, 0.5, 0.9], [-0.7, 0.2, -0.1], [-0.4, 0.2, 0.2], [0.0, 0.5, -0.3], [0.0, -0.1, 0.1], [0.2, 0.0, -0.1], [0.6, -0.3, -0.1], [0.3, 0.1, -0.7], [-0.4, -0.3, -0.3], [0.1, 0.6, -0.5], [-0.3, -0.5, 0.3], [0.4, -0.9, 0.7], [0.1, 0.0, 0.0], [-0.2, 0.9, -1.2], [0.3, 0.1, 0.5], [0.1, -0.3, 0.0], [-0.5, 0.3, 0.2], [-0.7, -0.1, -0.9], [0.0, 0.2, 0.0], [-0.2, -0.2, 0.1], [0.2, -0.2, 0.1], [-0.1, -0.2, -0.1], [0.2, -0.4, 0.3], [-0.3, 0.0, 0.1], [0.2, 0.1, -0.3], [0.3, 0.2, 0.6], [0.0, -0.3, 0.2], [0.0, 0.2, -0.1], [0.0, -0.1, 0.4], [0.3, 0.0, 0.4], [-0.2, -0.1, -0.4], [-0.1, -0.1, -0.1]],
  "mulliken_charge": [0.72, -1.42, 0.02, -1.34, -0.17, -0.97, 0.29, 1.76, -1.39, -1.59, 0.47, 0.65, -0.48, 0.63, 0.06, -0.42, -0.83, 0.18, 0.28, -1.52, -1.69, 0.47, -1.08, -1.41, -0.04, 0.71, -0.12, -1.10, 0.08, -0.04, -1.26, -1.26, 3.13, -1.75, -1.58, 0.40, 0.37, 0.19, 0.66, -0.34, 0.49, 0.52, 0.47, -1.19, 0.28, 0.21, 0.41, 0.31, 0.43, 0.31, -0.84, 0.52, 0.45, 0.21, 0.43, 0.43, 0.48, 0.58, 0.27, 0.50, -0.28, 0.21, 0.64, 0.15, 0.47, 0.38, 0.44, 0.46, 0.14, 0.38, 0.38, 0.08, 0.46, 0.36, -1.99, 0.39, 0.40, 0.31, 0.37, 0.35, 0.41, -0.92, 0.24, 0.37, -0.68, -0.60, -0.33, 0.62, 0.28, -1.65, 2.99, -0.01, -0.48, -0.62, -0.64, -0.71, 0.65, -0.21, 0.99, -1.24, -1.13, 1.18, -0.83, -0.60, -1.05, -0.29, 0.69, 0.63, 0.46, 0.33, 0.22, 0.33, 0.32, 0.42, 0.24, -1.45, 0.51, 0.31, 0.37, 0.34, 0.46, 0.48]
}